# C8H16

An isolated molecule of C8H16 in a non-equilibrium geometry (ωB97M-V/def2-TZVPD, OMol25).

ORCA input file:
```
! wB97M-V def2-TZVPD RIJCOSX def2/J DEFGRID3
* xyz 0 1
C -0.058 3.231 -1.267
C 0.010 1.728 -0.992
C 0.495 1.168 0.123
C 1.068 1.975 1.247
C 0.202 -0.282 0.471
C 0.216 -1.342 -0.681
C -0.695 -2.502 -0.390
C -0.876 -3.190 0.937
H -0.989 3.794 -1.200
H 0.656 3.812 -0.699
H 0.279 3.279 -2.302
H -0.345 1.134 -1.834
H 0.412 1.796 2.104
H 0.991 3.049 1.155
H 2.086 1.695 1.481
H -0.819 -0.361 0.896
H 0.956 -0.480 1.234
H 1.239 -1.745 -0.807
H 0.136 -0.896 -1.681
H -0.381 -3.343 -1.034
H -1.716 -2.180 -0.709
H -1.895 -3.601 1.017
H -0.729 -2.656 1.879
H -0.241 -4.082 1.051
*
```

E_tot = -314.3612 Eh
F_max = 2.6 eV/Å
HOMO = -8.7 eV
Energy above the lowest of the compared OMol25 structures with the same formula, charge and spin = 20.9 kcal per mole
Gap between HOMO and LUMO = 9.777 eV
SMILES = C/C=C(\C)CCCC